327
Properties=species:S:1:pos:R:3 method="wB97M-V/def2-TZVPD" max_force_ev_per_a=7.889 e_tot_ev=-301148.98766 orbital_gap_ev=7.273 lumo_ha=-0.29978 total_charge=+5
C -2.60947 -3.05027 -3.34862
C -2.79263 -1.54479 -3.62554
C -4.04444 -1.25977 -4.51533
N -4.42574 0.18907 -4.78974
C -4.55058 0.90308 -3.40170
C -5.72183 0.31061 -5.56692
C -5.58466 1.71419 -6.30578
C -4.11230 2.10109 -6.25397
C -3.40213 0.85952 -5.71413
H -2.34531 -3.49567 -4.30775
H -3.56916 -3.44722 -3.01768
H -1.88925 -3.26669 -2.55960
H -1.91498 -1.01006 -3.98870
H -2.92851 -1.19565 -2.60195
H -4.96735 -1.60519 -4.04948
H -3.89520 -1.78390 -5.45933
H -3.55549 0.83048 -2.96281
H -5.29948 0.39757 -2.79201
H -4.79127 1.94245 -3.62501
H -6.62196 0.29127 -4.95253
H -5.92277 -0.46171 -6.30938
H -6.16399 2.49190 -5.80812
H -5.96680 1.60846 -7.32111
H -3.94246 3.05180 -5.74859
H -3.65197 2.19082 -7.23791
H -2.52544 1.04009 -5.09212
H -3.16512 0.18507 -6.53695
C 0.20776 1.66186 -6.85523
C 0.44059 1.78364 -8.35873
C -0.77166 2.47236 -9.04069
C -0.46474 3.07016 -10.39644
N -1.60319 3.73745 -11.09022
C -1.13564 4.25622 -12.50078
C -1.31915 5.77263 -12.38495
C -2.37549 6.00960 -11.30470
C -2.16648 4.94975 -10.26498
C -2.88462 2.81166 -11.25417
H -0.09616 2.61511 -6.42273
H 1.07501 1.23496 -6.35150
H -0.60047 0.95371 -6.67250
H 0.62623 0.89665 -8.96445
H 1.37711 2.31418 -8.53063
H -0.98827 3.32484 -8.39690
H -1.66437 1.84701 -9.02988
H -0.12591 2.27044 -11.05503
H 0.36150 3.78031 -10.36330
H -1.77643 3.66190 -13.15215
H -0.10420 3.98336 -12.72389
H -1.71365 6.21689 -13.29879
H -0.40032 6.26906 -12.07287
H -3.40726 6.01186 -11.65618
H -2.37404 6.95882 -10.76890
H -3.09793 4.73864 -9.73967
H -1.36373 5.19818 -9.57073
H -3.58556 3.43428 -11.81016
H -3.24397 2.47724 -10.28096
H -2.61227 1.98343 -11.90835
C 1.18746 -0.38424 -3.18143
C 1.37479 -0.14037 -1.68155
C 0.07417 -0.34487 -0.92542
C 0.11725 -0.32510 0.60199
N -1.24223 -0.56187 1.38382
C -1.02933 -0.90460 2.85299
C -1.87274 -2.11823 3.26479
C -2.78617 -2.39268 2.09587
C -1.94983 -1.86154 0.88425
C -2.18874 0.62876 1.33013
H 0.85813 -1.40472 -3.37707
H 1.98875 -0.05569 -3.84331
H 0.34518 0.22283 -3.51329
H 1.73729 0.86054 -1.44729
H 2.07439 -0.89585 -1.32390
H -0.33113 -1.30502 -1.24470
H -0.63400 0.38437 -1.31886
H 0.47411 0.60122 1.05218
H 0.66453 -1.14530 1.06659
H -1.26866 -0.06653 3.50755
H 0.04553 -1.00079 3.00642
H -2.40502 -2.03902 4.21269
H -1.24780 -2.98792 3.46776
H -3.76031 -1.90766 2.15837
H -2.89495 -3.46156 1.91213
H -2.54818 -1.57458 0.01953
H -1.23587 -2.62420 0.57327
H -3.07990 0.36439 1.89937
H -2.34516 0.83815 0.27193
H -1.65601 1.42660 1.84759
C 10.41028 4.27859 -5.25032
C 9.85516 3.13331 -4.39406
C 8.68046 3.54624 -3.40865
C 8.08853 2.32422 -2.60283
N 6.96704 2.97525 -1.62104
C 6.57703 1.82718 -0.55277
C 5.13232 2.05725 -0.10272
C 4.47834 3.02555 -1.19022
C 5.59122 3.39576 -2.25294
C 7.51529 4.09121 -0.71418
H 9.65808 4.92160 -5.70730
H 10.96752 3.79567 -6.05305
H 10.91989 4.99137 -4.60198
H 10.62537 2.58702 -3.84960
H 9.35089 2.44078 -5.06801
H 7.89786 3.98199 -4.02974
H 9.04382 4.39601 -2.83076
H 8.90582 2.06230 -1.93087
H 7.67835 1.47264 -3.14566
H 7.31946 1.88401 0.24326
H 6.67599 0.91050 -1.13415
H 5.31557 2.53725 0.85859
H 4.46365 1.21254 0.06294
H 4.28500 3.86292 -0.51974
H 3.52466 2.69719 -1.60346
H 5.61717 4.40833 -2.65559
H 5.46895 2.62476 -3.01367
H 8.44925 3.78786 -0.24110
H 6.81108 4.33922 0.07998
H 7.66972 5.04524 -1.21825
C 5.06404 -5.46342 4.48296
C 5.45908 -4.63715 3.20595
C 4.70740 -3.33717 3.09426
C 4.94111 -2.41645 4.31594
N 4.26423 -1.04019 4.14337
C 4.75795 -0.29247 2.95508
C 4.42155 1.13764 3.35455
C 4.25283 1.27711 4.90969
C 4.62607 -0.14373 5.34940
C 2.72378 -1.22139 4.07759
H 5.21276 -4.96287 5.43975
H 5.74943 -6.31077 4.46466
H 4.10355 -5.97805 4.45592
H 5.12407 -5.16415 2.31256
H 6.54545 -4.55031 3.18715
H 3.65180 -3.53292 2.90587
H 5.13099 -2.75350 2.27695
H 5.99205 -2.23674 4.54252
H 4.45346 -2.86262 5.18267
H 4.25988 -0.53662 2.01678
H 5.83716 -0.43351 3.01449
H 3.52511 1.44107 2.81378
H 5.18127 1.72073 2.83404
H 3.26810 1.66406 5.17175
H 4.95098 1.90091 5.46786
H 4.08170 -0.49243 6.22700
H 5.70278 -0.23567 5.49196
H 2.36303 -1.70478 3.16968
H 2.14884 -0.29580 4.04866
H 2.41627 -1.81045 4.94162
C -0.65085 -2.14060 6.67493
C -1.87154 -2.86951 7.31925
C -1.33205 -3.73710 8.52792
C -2.35332 -4.66580 9.20915
N -1.79391 -5.56986 10.31895
C -2.91748 -6.05758 11.23543
C -2.25998 -6.24618 12.61002
C -0.81778 -5.79683 12.53998
C -0.74412 -4.99525 11.29670
C -1.20991 -6.84762 9.65493
H -0.72214 -1.15421 7.13326
H -0.62821 -2.18732 5.58617
H 0.33933 -2.44435 7.01461
H -2.22093 -3.70303 6.70993
H -2.71023 -2.21967 7.56906
H -1.04878 -3.01743 9.29600
H -0.48192 -4.37485 8.28577
H -2.81685 -5.33111 8.48073
H -3.10589 -4.03681 9.68468
H -3.41608 -6.87246 10.71058
H -3.71909 -5.31998 11.27402
H -2.24381 -7.31961 12.79869
H -2.87510 -5.80273 13.39301
H -0.21887 -6.70490 12.47048
H -0.41036 -5.34839 13.44608
H 0.23981 -4.92579 10.83284
H -1.11556 -3.97678 11.41001
H -0.89889 -7.54886 10.42929
H -0.31726 -6.54954 9.10501
H -1.99651 -7.21743 8.99720
C 1.39944 4.00441 -3.08808
C 2.58814 4.70464 -3.75051
N 2.07130 5.75798 -4.85993
C 1.22478 5.12790 -5.91325
C 1.23962 6.90903 -4.10529
C 0.71279 8.04312 -4.98147
C 3.26298 6.35138 -5.57118
C 4.29567 7.20947 -4.84720
O 3.74195 8.42252 -4.41062
C 4.77581 9.29606 -3.87741
H 0.82853 4.61102 -2.38510
H 1.62922 3.10614 -2.51502
H 0.59485 3.81649 -3.79902
H 3.13585 3.90868 -4.25504
H 3.11963 5.35213 -3.05310
H 1.13195 5.73282 -6.81522
H 0.18222 5.03911 -5.60783
H 1.68632 4.16823 -6.14588
H 1.91537 7.34455 -3.36924
H 0.42281 6.32894 -3.67584
H -0.15013 7.72231 -5.56503
H 1.37578 8.46500 -5.73682
H 0.30905 8.80827 -4.31840
H 2.88178 6.90054 -6.43212
H 3.77708 5.47925 -5.97516
H 5.14274 7.39165 -5.50855
H 4.60345 6.56145 -4.02656
H 4.33194 10.07978 -3.26352
H 5.31190 9.79921 -4.68210
H 5.57500 8.90384 -3.24847
C -4.85335 2.96964 2.94673
C -4.68880 4.20088 1.95713
N -5.54148 5.48440 2.33863
C -5.30694 6.55692 1.24704
C -7.02814 4.98639 2.22969
C -8.12901 6.08088 2.21405
C -5.35022 5.98202 3.74551
C -3.90044 6.26784 4.23449
O -3.44885 7.46513 3.48505
C -2.08970 7.85820 3.82261
H -4.68430 3.28589 3.97605
H -4.11144 2.22670 2.65397
H -5.81881 2.46945 2.87057
H -4.96275 3.83460 0.96774
H -3.72982 4.71807 1.98852
H -5.77237 7.48305 1.58433
H -5.75130 6.28793 0.28877
H -4.22851 6.69213 1.16450
H -7.35432 4.33158 3.03773
H -7.15143 4.33252 1.36635
H -7.80501 6.87019 1.53574
H -8.34866 6.47508 3.20625
H -9.05716 5.60841 1.89246
H -5.91002 5.31303 4.39910
H -5.83752 6.95417 3.82007
H -3.25185 5.39686 4.14055
H -3.86850 6.46641 5.30577
H -1.33586 7.29099 3.27661
H -1.92044 7.69897 4.88755
H -1.79784 8.81155 3.38210
C -2.23312 -6.11442 4.94004
C -1.21387 -6.84854 3.98466
N -0.50777 -8.04055 4.64570
C 0.36467 -8.71043 3.56813
C 0.31961 -7.66888 5.92413
C 1.32257 -6.56928 5.75506
C -1.62891 -9.13088 5.00646
C -2.61982 -9.51779 3.86204
O -2.03199 -10.33598 2.87563
C -2.90056 -10.53717 1.77178
H -1.80782 -5.81754 5.89873
H -3.15232 -6.64849 5.18076
H -2.53696 -5.18878 4.45119
H -0.49812 -6.09447 3.65730
H -1.61500 -7.17635 3.02563
H 1.20238 -8.12726 3.18570
H -0.29243 -9.01353 2.75299
H 0.76953 -9.60839 4.03487
H 0.85269 -8.57401 6.21512
H -0.37728 -7.26512 6.65859
H 0.90374 -5.58264 5.55699
H 2.13404 -6.69964 5.03909
H 1.88665 -6.39508 6.67134
H -2.11875 -8.78111 5.91521
H -1.01922 -9.99436 5.27249
H -3.13126 -8.70922 3.33978
H -3.46843 -10.04863 4.29352
H -2.50441 -11.35296 1.16710
H -2.90243 -9.66573 1.11704
H -3.90288 -10.84888 2.06552
C -1.57234 2.07938 5.72842
F -2.12284 2.86386 4.73739
F -1.91699 2.58684 6.92058
F -2.07091 0.84235 5.62033
S 0.35383 2.11891 5.42271
O 0.91331 3.26070 6.18437
O 0.86867 0.81673 5.92498
N 0.56124 2.17694 3.72245
S 0.92904 3.58553 3.37310
O -0.04783 4.62484 3.76785
O 2.29470 3.97365 3.72877
C 0.91281 3.59387 1.40300
F -0.40447 3.33479 1.02589
F 1.33105 4.76815 0.94239
F 1.74895 2.64536 0.90331
C -8.80664 -3.45555 -1.97120
F -9.82155 -2.93838 -2.62690
F -8.99047 -3.27555 -0.69328
F -8.79882 -4.77539 -2.17601
S -7.20348 -2.57904 -2.60265
O -6.16228 -3.62925 -2.39146
O -7.43208 -2.25934 -4.05448
N -7.20997 -1.17581 -1.63332
S -6.28007 -1.44689 -0.49775
O -6.66627 -2.56802 0.30604
O -4.89211 -1.50621 -0.94967
C -6.45432 0.15653 0.59611
F -5.62684 0.20613 1.65470
F -6.07510 1.18055 -0.20555
F -7.68821 0.24592 1.05383
C 6.02223 -3.50206 -1.08926
F 5.14480 -4.31223 -0.40623
F 7.17446 -3.21096 -0.45484
F 6.33771 -4.07804 -2.25192
S 5.03790 -1.93281 -1.57879
O 3.70671 -2.46273 -1.92173
O 5.15222 -1.07350 -0.37002
N 6.05736 -1.29909 -2.84883
S 5.07353 -0.93063 -4.02802
O 4.41020 -2.11298 -4.60462
O 4.31109 0.25553 -3.80618
C 6.29074 -0.55046 -5.51107
F 7.15750 -1.53850 -5.73177
F 5.66666 -0.42262 -6.65745
F 6.95751 0.53657 -5.28714
C -3.08030 -6.16328 -0.37047
F -3.68642 -6.73741 0.68845
F -3.83350 -6.28448 -1.49512
F -2.98874 -4.83289 -0.08801
S -1.31866 -6.97018 -0.76071
O -1.46158 -8.40660 -0.43452
O -0.83251 -6.69577 -2.12735
N -0.37291 -6.23264 0.51662
S 0.63889 -5.36884 -0.19083
O 1.64017 -6.10962 -0.95948
O 0.07880 -4.19268 -0.81135
C 1.54376 -4.72340 1.34762
F 2.75374 -4.36556 1.00450
F 0.89745 -3.64806 1.79922
F 1.61619 -5.63174 2.33954